84
Properties=species:S:1:pos:R:3:forces:R:3 method="wB97M-V/def2-TZVPD" total_energy_ev=-447818.643 e_lumo_ev=0.2406 charge=-1 max_force_ev_per_a=0.5 homo_energy_ev=-3.06
Sr 0.2369 -0.8878 0.1490 -0.01 0.27 -0.42
N 1.1123 -3.0097 1.5790 0.00 -0.03 0.03
C 2.4885 -3.3503 1.2014 -0.01 0.01 -0.05
C 2.5754 -3.5602 -0.3041 -0.02 0.03 0.01
N 2.1686 -2.3980 -1.1008 0.00 0.02 0.04
C 3.2618 -1.6276 -1.6850 -0.03 0.03 0.00
C 3.6307 -0.3952 -0.8707 -0.02 -0.03 -0.01
N 2.4651 0.4944 -0.7633 -0.01 0.03 -0.06
H 0.9668 -3.0967 2.5774 0.02 -0.02 0.00
H 0.4519 -3.6372 1.1131 -0.01 0.02 -0.01
H 2.8494 -4.2613 1.6939 -0.01 0.00 0.00
H 3.1503 -2.5323 1.5128 0.00 0.00 0.01
H 1.9107 -4.3821 -0.5888 0.00 0.00 0.00
H 3.5952 -3.8757 -0.5590 0.00 0.00 0.00
H 1.6157 -2.8001 -1.8814 0.01 -0.01 0.01
H 2.9453 -1.2871 -2.6757 0.05 -0.05 0.06
H 4.1565 -2.2451 -1.8352 0.02 0.01 0.01
H 4.4918 0.0950 -1.3411 0.01 0.00 0.00
H 3.9376 -0.6954 0.1377 0.01 0.00 0.00
H 2.1790 0.8027 -1.7004 -0.01 0.03 0.01
H 2.7099 1.3443 -0.2660 0.00 0.00 0.01
Se -1.7916 1.3126 8.0389 0.00 0.00 0.00
N -2.7218 0.6867 6.6517 0.01 0.00 -0.02
C -1.8795 0.5186 5.6693 -0.02 -0.01 0.00
C -2.2570 0.0109 4.3545 -0.03 0.02 0.02
C -3.5723 -0.3419 4.0433 0.02 0.00 -0.02
C -3.8500 -0.8253 2.7875 -0.02 0.00 -0.01
C -2.8087 -0.9436 1.8652 0.02 0.00 -0.02
N -1.5592 -0.6019 2.1482 -0.01 -0.01 0.15
C -1.2772 -0.1345 3.3718 0.09 0.04 -0.04
C 0.1334 0.2316 3.6515 -0.06 -0.01 -0.02
N 1.0207 0.0857 2.6594 -0.01 -0.08 -0.01
C 2.2847 0.4044 2.8829 -0.01 0.00 0.01
C 2.7519 0.8850 4.1032 -0.02 0.01 0.02
C 1.8478 1.0424 5.1299 0.01 0.00 -0.03
C 0.5117 0.7144 4.9082 0.00 0.02 0.03
C -0.5033 0.8637 5.9467 0.02 0.00 -0.01
N -0.2464 1.3040 7.1473 0.00 0.00 -0.02
H -4.3397 -0.2330 4.7982 -0.01 0.00 0.00
H -4.8493 -1.1228 2.5028 0.00 0.00 0.01
H -2.9706 -1.3530 0.8715 0.02 0.00 0.00
H 2.9628 0.2723 2.0458 0.00 -0.01 0.00
H 3.7980 1.1259 4.2292 0.00 0.00 0.00
H 2.1448 1.4137 6.1017 0.00 0.00 0.00
C 0.6622 -0.8391 -3.9682 -0.02 0.06 -0.01
C 0.9031 0.5597 -4.3885 0.00 -0.05 -0.06
N 1.4372 1.5215 -3.6627 0.06 0.01 0.02
C 1.4462 2.6411 -4.4668 0.00 -0.01 0.02
C 0.9099 2.3546 -5.6838 0.00 -0.01 0.00
N 0.5694 1.0222 -5.6194 0.04 0.03 0.02
H 0.5078 -0.8432 -2.8903 0.06 -0.19 0.04
H 1.4813 -1.5186 -4.2076 -0.01 0.07 -0.01
H -0.2309 -1.2716 -4.4304 -0.03 0.03 0.01
H 1.8340 3.5845 -4.1193 -0.01 0.01 0.00
H 0.7419 2.9539 -6.5605 0.00 0.00 0.00
H 0.1198 0.4701 -6.3302 -0.03 -0.02 0.01
C -2.5165 0.9752 -3.5956 -0.01 -0.02 -0.07
S -2.1998 -0.3262 -2.3959 0.21 0.16 0.13
C -3.9073 -0.6018 -1.9413 -0.05 -0.03 -0.01
O -1.5947 0.4652 -1.2179 0.01 -0.06 0.12
H -3.1138 1.7652 -3.1396 -0.01 -0.01 0.02
H -3.0208 0.5194 -4.4467 0.00 0.03 0.00
H -1.5470 1.3674 -3.9048 -0.04 0.01 0.03
H -4.4389 -0.9167 -2.8368 -0.02 0.01 0.00
H -4.3067 0.3189 -1.5112 0.02 0.00 -0.01
H -3.9017 -1.4248 -1.2296 0.00 -0.01 0.00
Se -2.6327 -2.5790 -4.6828 0.01 -0.03 -0.03
Sb -1.5128 -4.1094 -3.0799 0.08 -0.18 0.03
Se -1.5397 -3.0542 -0.7466 -0.26 -0.26 0.11
Se -2.6500 -6.2357 -2.8512 0.01 0.11 -0.01
Se 0.9118 -4.3298 -3.5344 -0.04 -0.02 -0.10
C -2.1845 2.8049 0.9641 -0.02 -0.03 0.02
As -0.3255 2.3900 0.5301 0.02 0.07 0.01
C 0.5109 3.6650 1.7792 0.00 0.00 0.01
C -0.1692 3.4532 -1.0988 0.01 0.01 -0.01
H -2.3599 3.8814 0.9441 -0.01 0.00 0.00
H -2.4300 2.4162 1.9544 0.01 0.01 0.01
H -2.8101 2.3041 0.2272 0.01 0.00 0.00
H 0.1122 4.6733 1.6585 -0.01 0.00 0.00
H 1.5897 3.6888 1.6155 0.00 0.01 0.00
H 0.3320 3.3323 2.8041 0.00 0.01 0.00
H -0.5995 4.4464 -0.9621 0.00 0.01 0.01
H -0.6861 2.9209 -1.8951 0.00 -0.01 0.02
H 0.8803 3.5437 -1.3806 -0.01 0.00 0.00

90
Properties=species:S:1:pos:R:3:forces:R:3 method="wB97M-V/def2-TZVPD" total_energy_ev=-105317.105 e_lumo_ev=-1.2528 charge=0 max_force_ev_per_a=2.2 homo_energy_ev=-4.58
C -4.1069 -3.6438 -0.5405 -0.21 -0.85 1.68
C -3.8851 -2.8301 -1.3658 -0.02 1.19 -1.32
C -3.4736 -1.8617 -2.3737 0.32 -0.30 0.75
C -2.4332 -0.8962 -1.7301 -0.63 -0.41 -0.90
C -1.0315 -1.4407 -1.9149 -0.04 -0.01 0.67
C 0.1110 -0.7353 -1.1430 -0.26 -0.44 -1.21
C 1.3580 -1.5746 -1.3751 0.68 0.23 1.39
C 1.2927 -3.0274 -0.9484 -1.00 -0.58 -0.11
O 1.3293 -3.8264 -2.1147 0.90 0.43 -0.27
O -0.4108 -0.6332 0.1859 0.14 1.24 -0.11
C 0.3657 -0.0282 1.1953 -0.06 -2.18 0.53
C 1.1670 -1.2504 1.7353 0.59 -0.04 -0.38
O 0.2764 -2.3085 1.8573 -0.06 0.14 0.31
C 0.8874 -3.4256 2.4637 -0.40 -0.31 0.05
C -0.6235 0.3454 2.3482 0.12 0.32 0.21
I -0.2048 -0.3410 4.3416 0.06 0.03 -0.26
C -1.7758 1.0082 2.3099 -0.10 0.11 -0.42
C -2.6866 1.2639 3.4711 -0.37 0.16 -0.07
I -2.6247 1.8001 0.5684 0.01 -0.01 -0.08
C 1.3778 1.1270 0.7204 0.05 0.17 0.85
C 1.3406 2.1541 1.8993 -0.49 -0.06 0.22
O 1.8443 1.7384 2.9065 0.25 -0.19 0.15
C 0.7985 3.5978 2.0803 0.57 0.27 0.18
F 1.7938 4.4218 1.6580 -0.32 -0.05 -0.06
F -0.3371 3.8748 1.4211 0.23 -0.14 -0.36
C 0.5636 3.9749 3.5748 -0.21 0.72 -0.11
F 1.7436 4.1743 4.1955 -0.51 -0.38 -0.24
F -0.1653 3.0356 4.2150 0.44 0.12 -0.13
C -0.2621 5.3256 3.6910 0.46 0.23 1.64
F 0.0846 6.2266 2.7638 -0.11 -0.34 -0.07
F 0.0839 5.8408 4.9106 0.02 -0.04 -0.35
C -1.7805 5.1113 3.7304 -0.35 0.10 -0.69
O -2.4302 5.2349 2.7426 -0.24 -0.07 -0.57
O -2.2813 4.7753 4.9186 0.80 -0.43 0.36
P 3.2747 0.6743 0.7520 0.35 0.26 -0.43
N 3.9502 2.1482 1.2916 -0.08 -0.63 -0.09
O 3.6644 -0.3297 1.9704 -0.17 0.03 -0.14
N 1.2393 1.5579 -0.7601 -0.46 1.43 0.01
P 2.9151 1.6691 -1.7330 1.45 -1.11 -1.12
N 3.4887 0.3853 -2.3705 0.36 0.12 0.16
B 0.7833 3.0218 -1.0066 0.03 1.10 0.23
O -0.4607 3.3439 -1.3823 -0.06 -0.99 -0.74
O 1.7373 4.0132 -0.9014 0.39 -0.80 -0.16
C 0.2747 0.7158 -1.6259 -1.26 -0.96 -0.16
C 0.3835 0.8950 -3.1502 -0.08 -0.09 -0.47
C -0.9192 1.3236 -3.8374 -0.08 0.28 -0.36
O -1.3797 0.2625 -4.6459 -0.03 -0.20 0.16
H -4.0623 -4.2973 0.2912 -0.24 -0.32 -0.07
H -4.3546 -1.3167 -2.6983 -0.02 0.16 -0.39
H -3.0123 -2.4406 -3.1707 -0.07 0.14 -0.40
H -2.6054 0.0784 -2.1842 0.17 0.32 0.09
H -2.7083 -0.8654 -0.6893 0.18 0.29 0.34
H -0.7684 -1.5691 -2.9570 0.05 0.21 -0.30
H -1.0912 -2.4728 -1.5420 0.10 -0.32 0.07
H 1.6503 -1.5562 -2.4149 -0.20 0.09 -0.31
H 2.2044 -1.1217 -0.8556 0.16 0.20 -0.15
H 2.0823 -3.2933 -0.2467 0.38 0.09 -0.08
H 0.3556 -3.2605 -0.4417 -0.18 0.07 0.12
H 1.9197 -4.5608 -1.9508 -0.17 -0.37 -0.09
H 1.7081 -1.0462 2.6519 -0.16 0.14 0.25
H 1.9431 -1.5406 1.0215 -0.07 0.14 -0.19
H 1.8538 -3.6585 2.0185 0.20 0.08 -0.04
H 0.9825 -3.2914 3.5408 0.21 0.16 0.17
H 0.2306 -4.2699 2.2953 -0.14 -0.13 -0.11
H -3.0585 0.3252 3.8657 0.04 -0.19 0.22
H -2.1773 1.8138 4.2543 0.16 -0.10 0.24
H -3.5515 1.8414 3.1683 -0.11 0.09 -0.12
H -2.9973 4.1504 4.7482 -0.48 0.26 0.08
H 4.0107 2.2038 2.3033 -0.01 0.30 0.03
H 4.8679 2.2233 0.8678 0.12 0.32 0.08
H 4.6019 -0.2104 2.1641 0.11 -0.09 0.14
H 2.5707 2.5412 -2.7849 -0.45 0.27 0.47
H 3.7729 2.4968 -1.0249 -0.47 0.13 0.35
H 3.4449 0.3922 -3.3823 -0.26 -0.17 -0.11
H -0.4999 4.1359 -1.9245 -0.21 0.41 0.33
H 1.9111 4.4541 -1.7370 -0.03 0.47 0.12
H -0.7241 1.0648 -1.4065 0.07 0.63 0.48
H 0.6327 -0.0597 -3.5994 0.19 -0.20 -0.02
H 1.1206 1.5828 -3.5456 0.28 0.05 0.43
H -1.6642 1.6751 -3.1260 -0.14 -0.18 0.19
H -0.7225 2.1692 -4.5018 0.17 0.24 0.02
H -2.3160 0.3761 -4.8211 -0.14 -0.06 -0.04
C -1.6736 -6.8596 -2.2478 0.28 -0.16 -0.12
C -0.9368 -5.5162 -2.0433 -0.21 -0.47 -0.07
O -1.7153 -4.5670 -1.4837 0.67 0.18 -0.05
H -2.5333 -6.7319 -2.9097 -0.07 0.08 0.06
H -1.0080 -7.6123 -2.7034 -0.05 0.08 0.04
H -2.0237 -7.2603 -1.2931 -0.07 0.08 0.04
H -0.5087 -5.2539 -3.0454 -0.14 0.08 0.02
H -0.0075 -5.7810 -1.4583 -0.11 -0.03 0.14